The following is a quantum chemistry calculation of a molecular structure, C12H17F9IO10PS, from the Open Molecules 2025 dataset.

Properties
charge = 0
energy = -3155.9288 hartree
E_HOMO = -10.2 eV

Cartesian coordinates (Å):
C (1.160, -1.167, -1.250)
O (5.962, -3.377, 2.269)
O (-6.715, 2.890, 2.433)
C (-1.773, 4.978, -2.139)
C (-3.877, 1.546, -0.328)
H (-1.596, 3.104, -3.215)
O (-0.129, -1.436, -3.629)
O (1.309, -0.240, -2.357)
H (-1.574, 5.364, -1.139)
O (-2.060, 2.720, -1.231)
F (-5.193, 1.406, -0.436)
F (-3.609, 2.090, 0.870)
F (2.604, -2.836, 1.491)
F (4.020, -1.515, 2.452)
O (-3.977, 2.718, -2.433)
C (7.696, -3.380, 0.542)
F (2.172, 0.810, -4.687)
H (-0.328, 3.377, -2.014)
F (-3.317, 0.330, -0.361)
C (1.972, -2.422, -1.459)
O (-4.887, 2.423, 4.012)
H (-8.397, -0.246, 4.882)
H (-2.829, 5.118, -2.362)
F (0.290, 1.718, -4.114)
H (0.100, -1.382, -1.116)
O (4.667, -4.302, 0.663)
H (-1.189, 5.553, -2.858)
O (-6.724, 0.734, 3.693)
C (7.137, -4.063, 1.768)
S (-5.660, 1.803, 2.969)
C (4.838, -3.592, 1.610)
H (8.615, -3.880, 0.237)
H (7.837, -4.027, 2.599)
H (6.876, -5.103, 1.573)
C (0.620, -0.523, -3.448)
H (-8.621, 1.922, 4.435)
O (-7.147, 1.320, 6.257)
H (1.623, -2.980, -2.327)
H (1.512, -0.607, -0.386)
F (3.373, -3.323, 3.455)
P (-7.720, 0.980, 4.954)
H (6.991, -3.420, -0.287)
C (3.686, -2.795, 2.268)
C (-1.383, 3.520, -2.233)
H (3.024, -2.180, -1.611)
H (1.888, -3.060, -0.584)
C (-3.323, 2.419, -1.478)
F (0.345, 0.224, -5.680)
I (-7.080, 4.555, 3.488)
H (7.924, -2.336, 0.757)
C (0.870, 0.571, -4.514)

For each atom in turn, the natural (NBO) charge in e is:
1. C -0.0770
2. O -0.4759
3. O -0.9092
4. C -0.6412
5. C 0.8978
6. H 0.2039
7. O -0.5390
8. O -0.4807
9. H 0.2157
10. O -0.4789
11. F -0.3009
12. F -0.3183
13. F -0.3102
14. F -0.3073
15. O -0.5391
16. C -0.6406
17. F -0.3076
18. H 0.2005
19. F -0.3097
20. C -0.6428
21. O -0.8931
22. H -0.0980
23. H 0.2265
24. F -0.3234
25. H 0.2006
26. O -0.5447
27. H 0.2246
28. O -1.0195
29. C -0.0767
30. S 1.8296
31. C 0.6944
32. H 0.2253
33. H 0.1998
34. H 0.2001
35. C 0.6926
36. H -0.1134
37. O -1.0489
38. H 0.2242
39. H 0.1990
40. F -0.3058
41. P 1.7770
42. H 0.2266
43. C 0.8993
44. C -0.0764
45. H 0.2127
46. H 0.2382
47. C 0.6940
48. F -0.2963
49. I 0.4768
50. H 0.2173
51. C 0.8984